<A>
This record from the OMol25 dataset describes the molecule C4H4F2N2. The level of theory is ωB97M-V/def2-TZVPD.

Positions of all 12 atoms, in Å:
C1 0.27 -0.34 -0.11
C2 1.67 -0.47 -0.01
C3 2.84 -0.63 0.18
C4 -0.37 0.90 -0.32
H1 -2.07 -0.53 -0.02
H2 -2.10 -2.37 0.23
H3 3.97 -1.12 0.00
H4 -0.97 0.89 -1.15
N1 -1.80 -1.44 -0.30
N2 -0.34 -1.48 0.06
F1 0.25 2.22 -0.14
F2 -1.39 0.75 0.59

Calculated values
Lowest unoccupied orbital energy in eV: -0.02
Net charge: 0
SMILES: C#C/C(=N/N)C(F)F
Spin multiplicity: 1

<B>
This record from the OMol25 dataset describes a cluster of 2 separate species, C4H4F2N2 in total. The level of theory is ωB97M-V/def2-TZVPD.

Positions of all 12 atoms, in Å:
C1 -1.86 0.09 -0.42
C2 0.83 0.92 0.34
C3 1.73 -0.16 0.41
C4 -1.06 -0.95 -0.35
N1 -2.58 1.03 -0.71
N2 0.23 1.88 0.28
F1 2.09 -0.50 -0.85
F2 -0.87 -2.00 0.56
H1 1.33 -1.18 0.92
H2 2.68 0.11 0.97
H3 -0.23 -1.10 -0.99
H4 -2.29 1.86 -0.15

Calculated values
Lowest unoccupied orbital energy in eV: 0.30
Net charge: 0
SMILES: N=C=CF.N#CCF
Spin multiplicity: 1

Of them, the most stable is <B> and the least stable is <A>.

<A>
This record from the OMol25 dataset describes a cluster of 3 separate species, C3H7O2S in total. The level of theory is ωB97M-V/def2-TZVPD.

Positions of all 13 atoms, in Å:
O1 1.82 1.86 0.17
C1 0.99 1.12 -0.42
C2 0.77 -0.35 -0.03
C3 -0.36 0.61 0.25
S1 0.02 -2.44 2.17
H1 0.87 1.42 -1.47
H2 1.57 -0.74 0.58
H3 0.48 -1.04 -0.82
H4 -1.23 0.41 -0.40
H5 -0.50 0.92 1.28
H6 -2.54 -0.10 -2.57
H7 -0.12 -1.70 3.24
O2 -1.77 0.03 -1.99

Calculated values
Lowest unoccupied orbital energy in eV: 0.00
Net charge: -1
Spin multiplicity: 1

<B>
This record from the OMol25 dataset describes a cluster of 2 separate species, C3H7O2S in total. The level of theory is ωB97M-V/def2-TZVPD.

Positions of all 13 atoms, in Å:
C1 -1.31 -0.33 -0.19
C2 -1.99 -0.73 1.13
S1 -0.96 -1.56 2.31
H1 -0.99 -1.16 -0.81
H2 -0.52 0.40 -0.02
H3 -2.02 0.25 -0.79
H4 -2.60 0.09 1.49
H5 -2.70 -1.52 0.84
H6 -0.61 -0.52 3.09
O1 3.02 1.57 -1.66
C3 1.80 1.72 -1.91
O2 0.98 0.97 -2.47
H7 1.46 2.74 -1.56

Calculated values
Lowest unoccupied orbital energy in eV: 3.01
Net charge: -1
Spin multiplicity: 1

<C>
This record from the OMol25 dataset describes a cluster of 2 separate species, C3H7O2S in total. The level of theory is ωB97M-V/def2-TZVPD.

Positions of all 13 atoms, in Å:
C1 -1.67 0.83 -1.34
S1 -2.17 -0.56 -2.41
H1 -2.29 1.68 -1.66
H2 -1.89 0.55 -0.32
H3 -0.61 1.01 -1.45
H4 -1.79 -1.53 -1.56
O1 1.37 0.01 -0.56
C2 0.92 -0.29 0.57
O2 -0.25 -0.60 0.88
C3 1.93 -0.27 1.75
H5 1.52 0.36 2.55
H6 2.02 -1.28 2.15
H7 2.89 0.11 1.41

Calculated values
Lowest unoccupied orbital energy in eV: 3.54
Net charge: -1
Spin multiplicity: 1

Of them, the most stable is <C> and the least stable is <A>.

<A>
This record from the OMol25 dataset describes the molecule C6H10FNO2. The level of theory is ωB97M-V/def2-TZVPD.

Positions of all 20 atoms, in Å:
C1 1.02 0.47 -0.29
C2 -0.16 0.77 0.19
C3 -1.89 -0.67 0.28
C4 2.59 -1.42 0.14
C5 2.23 0.09 0.46
C6 -1.37 0.47 -0.60
N1 -2.37 1.53 -0.70
O1 -3.25 -0.62 0.55
O2 -1.25 -1.65 0.53
F1 -0.39 1.03 1.50
H1 0.93 0.25 -1.38
H2 1.63 -1.87 0.16
H3 3.29 -1.96 0.79
H4 2.98 -1.47 -0.85
H5 3.23 0.70 0.39
H6 1.93 0.06 1.47
H7 -0.97 0.06 -1.61
H8 -2.63 1.84 0.18
H9 -3.61 0.09 -0.01
H10 -1.95 2.31 -1.19

Calculated values
Lowest unoccupied orbital energy in eV: 0.59
Net charge: 0
SMILES: CC/C=C(\F)[C@H](N)C(=O)O
Spin multiplicity: 1

<B>
This record from the OMol25 dataset describes the molecule C6H10FNO2. The level of theory is ωB97M-V/def2-TZVPD.

Positions of all 20 atoms, in Å:
C1 2.81 -0.97 -0.28
C2 2.36 0.24 -0.65
N1 2.07 1.34 0.22
C3 0.81 1.32 0.81
O1 0.67 1.29 2.01
O2 -0.27 1.43 -0.01
C4 -0.71 0.20 -0.61
C5 -2.22 0.06 -0.47
C6 -2.56 -0.79 0.74
F1 -2.62 -0.67 -1.60
H1 3.70 -1.11 0.32
H2 2.29 -1.87 -0.59
H3 2.17 0.42 -1.70
H4 2.77 1.46 0.94
H5 -0.21 -0.63 -0.13
H6 -0.46 0.21 -1.66
H7 -2.73 1.02 -0.45
H8 -1.90 -0.48 1.55
H9 -3.59 -0.64 1.05
H10 -2.38 -1.83 0.51

Calculated values
Lowest unoccupied orbital energy in eV: 0.08
Net charge: 0
SMILES: C=CNC(=O)OC[C@H](C)F
Spin multiplicity: 1

Of them, the most stable is <A> and the least stable is <B>.

<A>
This record from the OMol25 dataset describes a structure of composition H33O17. The level of theory is ωB97M-V/def2-TZVPD.

Positions of all 50 atoms, in Å:
O1 -2.79 -3.33 -1.81
H1 -1.85 -3.10 -1.80
H2 -2.99 -3.18 -0.88
O2 0.29 2.33 2.81
H3 0.02 1.76 2.07
H4 1.10 2.18 3.27
O3 -0.27 1.54 -1.18
H5 -1.11 1.26 -1.57
H6 0.23 0.72 -1.21
O4 -0.73 4.96 0.31
H7 -0.67 4.86 1.27
H8 -0.86 5.90 0.14
O5 4.96 1.76 2.38
H9 4.44 2.31 2.97
O6 -0.21 -0.53 4.09
H10 -1.30 -3.28 -5.46
H11 0.09 0.31 3.71
O7 -3.54 -0.93 1.41
H12 -2.69 -0.90 1.88
H13 -4.14 -1.32 2.06
O8 -2.02 1.07 -4.27
H14 -1.96 1.97 -3.90
H15 4.29 1.17 1.99
O9 1.28 -1.23 -1.44
H16 1.54 -1.68 -0.63
H17 1.81 -0.43 -1.48
O10 2.63 3.59 -1.99
H18 1.92 3.65 -1.35
H19 2.32 3.85 -2.86
O11 -0.38 -0.38 1.43
H20 -0.55 -1.28 1.70
H21 0.85 -0.03 1.15
O12 2.65 -2.95 0.90
H22 3.14 -2.25 1.38
H23 3.22 -3.64 0.58
O13 1.85 0.34 0.76
H24 1.73 1.30 0.73
H25 -0.69 -0.60 3.22
O14 -5.19 2.35 -0.55
H26 -4.72 2.65 0.24
H27 -4.72 1.53 -0.68
O15 -1.87 -2.53 -5.67
H28 -2.01 -2.27 -4.75
H29 -1.09 0.85 -4.23
O16 3.96 -0.72 2.01
H30 4.60 -0.79 1.29
H31 3.06 -0.47 1.69
O17 -1.06 -5.77 -0.04
H32 -0.84 -5.36 0.80
H33 -1.74 -5.27 -0.50

Calculated values
<S²>: 0.75
Lowest unoccupied orbital energy (alpha / beta) in eV: 4.54 / 4.65
Net charge: -2
Spin multiplicity: 2

<B>
This record from the OMol25 dataset describes a cluster of 17 separate species, H33O17 in total. The level of theory is ωB97M-V/def2-TZVPD.

Positions of all 50 atoms, in Å:
O1 -2.93 -3.44 -1.49
H1 -2.36 -2.73 -1.69
H2 -3.18 -3.10 -0.75
O2 0.55 2.38 3.01
H3 0.54 2.17 2.04
H4 1.08 1.80 3.50
O3 -0.38 1.45 -1.32
H5 -1.10 1.04 -0.83
H6 0.22 0.96 -0.86
O4 -0.83 5.17 0.09
H7 -0.72 4.81 0.98
H8 -1.15 6.06 0.06
O5 5.09 1.62 2.14
H9 5.02 2.32 2.63
O6 -0.23 -0.77 4.23
H10 -1.36 -1.79 -6.16
H11 0.68 -0.41 3.87
O7 -3.50 -1.02 1.52
H12 -2.54 -0.79 1.54
H13 -4.19 -0.73 1.96
O8 -1.84 1.13 -4.16
H14 -1.60 1.95 -3.63
H15 4.65 1.02 2.81
O9 1.25 -1.25 -1.54
H16 1.19 -1.80 -0.69
H17 1.55 -0.45 -1.19
O10 2.45 3.50 -1.55
H18 1.78 2.96 -1.72
H19 2.79 3.74 -2.42
O11 -0.39 -0.77 1.50
H20 0.08 -1.50 1.44
H21 0.74 -0.19 0.81
O12 2.45 -2.77 0.92
H22 2.39 -2.03 1.42
H23 3.26 -2.59 0.31
O13 1.82 0.11 0.56
H24 1.82 1.06 0.49
H25 -0.74 -0.51 3.39
O14 -5.16 2.25 -0.73
H26 -5.02 2.34 0.18
H27 -5.14 1.33 -0.87
O15 -1.79 -2.48 -5.60
H28 -2.33 -1.79 -5.22
H29 -0.90 0.85 -4.32
O16 3.61 -0.76 2.15
H30 4.45 -1.07 1.89
H31 3.01 -0.42 1.31
O17 -1.16 -6.02 0.04
H32 -0.32 -5.63 0.36
H33 -1.63 -5.25 -0.41

Calculated values
<S²>: 0.75
Lowest unoccupied orbital energy (alpha / beta) in eV: 4.70 / 4.66
Net charge: -2
Spin multiplicity: 2

<C>
This record from the OMol25 dataset describes a cluster of 17 separate species, H33O17 in total. The level of theory is ωB97M-V/def2-TZVPD.

Positions of all 50 atoms, in Å:
O1 0.31 5.87 2.44
H1 1.19 5.75 1.99
H2 0.14 4.96 2.68
O2 1.62 3.83 0.02
H3 1.35 4.49 -0.72
H4 1.28 2.97 -0.23
O3 0.46 0.11 -1.01
H5 0.52 -0.72 -0.56
H6 -0.29 0.20 -1.56
O4 -3.56 -4.87 1.16
H7 -3.64 -4.36 2.04
H8 -2.96 -5.61 1.36
O5 0.17 1.75 5.64
H9 1.01 1.59 6.12
O6 -2.09 -0.37 -0.68
H10 -1.18 -1.38 -0.73
H11 -2.86 -0.96 -0.50
O7 2.65 0.54 -3.56
H12 2.53 0.05 -4.40
H13 2.26 -0.20 -3.06
O8 1.09 0.14 2.01
H14 0.72 0.87 2.53
H15 -0.06 2.61 5.92
O9 -0.77 -4.26 -3.90
H16 -0.35 -3.54 -4.37
H17 -0.27 -5.03 -4.07
O10 -0.40 4.31 -1.62
H18 -0.70 3.74 -2.33
H19 -0.42 3.77 -0.80
O11 -0.35 -2.05 4.51
H20 -0.69 -1.68 5.34
H21 -0.14 -1.18 4.03
O12 1.43 -3.84 0.76
H22 0.76 -3.18 0.58
H23 2.01 -3.48 1.41
O13 -3.05 -0.22 -3.20
H24 -3.28 0.31 -2.40
H25 -2.75 -0.95 -2.66
O14 -3.71 1.08 0.68
H26 -3.07 0.55 1.16
H27 -3.56 0.77 -0.19
O15 -0.52 -2.35 -0.63
H28 -0.94 -3.01 -1.21
H29 0.65 0.21 1.17
O16 3.19 3.77 -2.31
H30 4.11 3.55 -2.46
H31 2.61 3.48 -3.01
O17 3.02 -2.36 -0.60
H32 2.75 -3.34 -0.80
H33 3.73 -2.37 0.04

Calculated values
<S²>: 0.75
Lowest unoccupied orbital energy (alpha / beta) in eV: 3.90 / 3.83
Net charge: -2
Spin multiplicity: 2

Of them, the most stable is <A> and the least stable is <B>.

<A>
This record from the OMol25 dataset describes a cluster of 2 separate species, C5H8N2O3 in total. The level of theory is ωB97M-V/def2-TZVPD.

Positions of all 18 atoms, in Å:
C1 2.40 -1.39 -0.25
C2 0.62 -1.72 0.92
C3 1.77 -0.21 -0.05
C4 -2.93 -0.11 0.19
C5 1.23 1.92 -0.24
N1 1.70 -2.31 0.43
N2 -2.36 0.83 -0.82
O1 0.62 -0.37 0.64
O2 -1.92 0.18 -1.71
O3 2.21 0.96 -0.46
H1 3.26 -1.47 -0.77
H2 -0.19 -1.96 1.54
H3 -2.59 -1.19 0.06
H4 -2.52 0.14 1.26
H5 -3.96 0.02 0.05
H6 1.48 2.96 -0.52
H7 0.72 1.98 0.65
H8 0.45 1.74 -0.90

Calculated values
Lowest unoccupied orbital energy in eV: -0.06
Net charge: 0
SMILES: COc1cnco1.CN=O
Spin multiplicity: 1

<B>
This record from the OMol25 dataset describes the molecule C5H8N2O3. The level of theory is ωB97M-V/def2-TZVPD.

Positions of all 18 atoms, in Å:
N1 2.99 0.46 0.31
C1 1.81 0.38 -0.32
O1 1.61 0.63 -1.49
O2 0.83 0.00 0.54
C2 -0.43 -0.28 0.00
C3 -0.59 -1.52 -0.83
C4 -1.10 -1.50 0.58
C5 -1.25 0.94 -0.29
N2 -1.56 1.77 0.71
H1 3.81 0.75 -0.20
H2 3.09 0.15 1.27
H3 -1.31 -1.47 -1.65
H4 0.33 -2.06 -1.03
H5 -0.53 -2.03 1.34
H6 -2.18 -1.43 0.75
O3 -2.16 0.95 -1.15
H7 -0.77 2.16 1.21
H8 -2.58 2.10 0.24

Calculated values
Lowest unoccupied orbital energy in eV: 0.62
Net charge: 0
SMILES: NC(=O)OC1(C(N)=O)CC1
Spin multiplicity: 1

<C>
This record from the OMol25 dataset describes a cluster of 2 separate species, C5H8N2O3 in total. The level of theory is ωB97M-V/def2-TZVPD.

Positions of all 18 atoms, in Å:
C1 -0.43 -1.83 0.08
C2 -0.55 -0.35 -0.17
C3 -0.22 0.28 -1.49
O1 -1.55 0.02 -1.10
C4 -0.56 0.53 1.03
N1 -0.03 0.19 2.18
O2 -0.30 1.19 3.04
N2 -0.95 2.19 2.43
C5 -1.15 1.81 1.21
H1 -0.36 -2.37 -0.87
H2 0.46 -2.05 0.69
H3 -1.31 -2.19 0.64
H4 0.06 1.34 -1.51
H5 0.18 -0.35 -2.28
H6 -1.72 2.41 0.50
H7 3.09 0.08 -0.81
O3 2.86 -0.66 -1.38
H8 2.48 -0.24 -2.20

Calculated values
Lowest unoccupied orbital energy in eV: 0.45
Net charge: 0
SMILES: C[C@@]1(c2cnon2)CO1.O
Spin multiplicity: 1

Of them, the most stable is <B> and the least stable is <A>.

<A>
This record from the OMol25 dataset describes the ion C4H8N3S with charge +1. The level of theory is ωB97M-V/def2-TZVPD.

Positions of all 16 atoms, in Å:
C1 -2.40 0.17 -0.45
C2 -2.20 1.44 0.05
C3 -0.29 0.44 0.13
C4 1.13 0.04 0.49
N1 -1.21 -0.43 -0.31
N2 -0.93 1.60 0.44
N3 1.01 -1.54 0.03
S1 2.38 0.96 -0.54
H1 -3.26 -0.23 -0.72
H2 -2.94 2.28 0.14
H3 1.30 0.03 1.63
H4 -0.42 2.48 0.73
H5 1.72 -1.99 0.69
H6 -0.82 -1.36 -0.64
H7 1.26 -1.66 -0.90
H8 3.58 0.75 0.28

Calculated values
Lowest unoccupied orbital energy in eV: -3.48
Net charge: +1
SMILES: N[C@@H](S)c1[nH]cc[nH+]1
Spin multiplicity: 1

<B>
This record from the OMol25 dataset describes the ion C4H8N3S with charge +1. The level of theory is ωB97M-V/def2-TZVPD.

Positions of all 16 atoms, in Å:
C1 -0.68 0.74 0.98
C2 0.83 1.89 -0.37
C3 0.12 -0.62 0.91
C4 0.87 -0.48 -0.41
N1 -0.10 1.88 0.46
N2 1.48 0.66 -0.74
N3 -1.25 -0.34 -1.33
S1 -2.13 0.27 -0.14
H1 -1.02 0.92 2.10
H2 1.26 2.77 -0.71
H3 0.94 -0.50 1.58
H4 -0.48 -1.49 1.00
H5 0.90 -1.27 -1.16
H6 2.39 0.65 -1.37
H7 -1.13 0.28 -2.13
H8 -2.42 -1.02 0.61

Calculated values
Lowest unoccupied orbital energy in eV: -5.13
Net charge: +1
Spin multiplicity: 1

Of them, the most stable is <A> and the least stable is <B>.